# C30H28AsN7O4S2Ti

A structure of composition C30H28AsN7O4S2Ti at a distorted geometry (ωB97M-V/def2-TZVPD, the Open Molecules 2025 dataset).

Geometry (Å):
Ti -0.0674 0.8942 0.6228
O 1.2169 1.7860 -0.7296
C 0.3804 2.7583 -0.9100
C 0.5762 3.6201 -2.0795
C -0.0184 4.7559 -2.4552
C -1.0535 5.5420 -1.7242
C -2.0379 4.7159 0.0505
C -1.6009 3.4185 0.5558
C -1.9652 2.8104 1.7402
N -1.3113 1.6618 1.9579
N -1.0517 1.1147 3.1876
C 0.2032 0.7312 3.1966
O 0.9911 0.9986 2.1849
C 0.6728 -0.0655 4.3455
C -0.1551 -0.2793 5.4498
C 0.2818 -1.0512 6.5116
C 1.5515 -1.6162 6.4873
C 2.3746 -1.4097 5.3904
C 1.9404 -0.6406 4.3215
H 1.3561 3.2215 -2.7197
H 0.2767 5.1885 -3.4052
H -1.1037 6.5628 -2.1046
H -2.7187 5.2194 0.7350
H -2.6417 3.2330 2.4744
H -1.1371 0.1727 5.4505
H -0.3647 -1.2045 7.3663
H 1.8972 -2.2148 7.3204
H 3.3655 -1.8461 5.3710
H 2.5680 -0.4952 3.4519
N 0.9933 -0.9314 -3.7827
C 2.3327 -1.3183 -3.6635
C 3.0760 -1.5662 -4.8060
C 4.4045 -1.9640 -4.7102
C 4.9966 -2.0804 -3.4680
C 4.2515 -1.8212 -2.3217
C 2.9192 -1.4655 -2.4137
S 1.9545 -1.2468 -0.9285
N 0.5137 -0.5902 -1.4909
C 0.2096 -0.5014 -2.7352
C -1.1101 0.0294 -3.1610
C -1.6928 -0.3614 -4.3646
C -2.9358 0.1500 -4.7011
C -3.5742 0.9920 -3.8108
C -2.9329 1.2849 -2.6161
N -1.7216 0.8459 -2.3187
H 0.6953 -0.6811 -4.7081
H 2.6089 -1.4544 -5.7783
H 4.9654 -2.1745 -5.6107
H 6.0343 -2.3735 -3.3829
H 4.7113 -1.9033 -1.3442
H -1.2121 -1.0828 -5.0123
H -3.4032 -0.1248 -5.6375
H -4.5484 1.4084 -4.0256
H -3.4097 1.8873 -1.8551
N -2.7786 -0.7862 0.2832
C -1.8624 -0.0774 0.2489
C -2.1452 -2.1632 2.9656
As -0.6514 -2.4671 1.7700
C -1.1710 -3.7387 0.3975
C 0.5785 -3.5664 2.8036
O 0.2758 -1.2083 1.2083
H -1.9510 -2.6992 3.8938
H -3.0451 -2.5317 2.4805
H -2.2446 -1.0984 3.1558
H -1.5881 -4.6187 0.8874
H -0.2776 -4.0136 -0.1626
H -1.9095 -3.2922 -0.2571
H 0.0641 -4.4369 3.2088
H 0.9993 -2.9719 3.6134
H 1.3827 -3.8907 2.1441
O -0.9291 5.5395 -0.3155
S -2.7307 4.7705 -1.7121
N -0.5669 2.7113 -0.0102

Cartesian forces, eV/Å:
0.71 -0.64 -0.26
0.12 0.28 -0.32
-0.09 0.17 0.20
0.24 0.14 -0.21
-0.04 -0.09 0.24
-0.36 0.09 -0.16
-0.43 -0.21 -0.24
-0.41 0.14 0.57
0.12 0.51 -0.31
0.53 -0.04 0.00
0.14 -0.03 0.32
-1.08 0.26 0.49
0.52 -0.13 0.27
0.32 0.01 0.09
0.01 0.04 -0.11
0.00 0.01 0.01
0.01 -0.03 -0.02
0.11 -0.01 0.08
-0.04 0.09 -0.06
-0.04 0.00 -0.03
0.06 -0.06 -0.02
0.13 -0.02 0.00
0.06 -0.03 0.05
0.01 -0.04 0.01
-0.02 -0.01 0.04
0.00 -0.01 0.00
0.00 0.00 0.00
-0.01 -0.02 -0.02
-0.01 0.05 0.00
-0.04 -0.11 0.05
0.26 -0.10 -0.13
0.02 0.00 -0.02
-0.07 0.06 -0.05
0.07 -0.04 0.08
0.05 0.00 0.00
-0.19 0.20 0.27
0.53 -0.54 -0.26
-0.62 0.30 -0.83
0.48 -0.31 0.51
-0.35 0.03 -0.08
0.07 -0.10 -0.04
0.03 -0.01 -0.02
-0.03 0.01 0.01
-0.05 0.05 0.05
0.21 0.14 0.15
-0.01 0.09 0.02
0.00 -0.01 0.00
0.02 0.02 0.00
0.00 0.00 0.02
0.00 -0.02 0.01
-0.06 0.01 -0.02
0.00 -0.02 0.00
-0.02 -0.03 0.02
-0.01 0.10 -0.03
-0.11 0.01 -0.15
-0.92 -0.82 -0.13
0.13 0.13 -0.21
0.21 -1.34 0.28
-0.02 0.38 0.11
-0.11 0.29 -0.12
-0.20 0.58 0.10
0.07 0.00 -0.04
-0.01 0.05 -0.04
0.01 0.08 -0.01
0.03 0.03 0.04
0.00 0.06 0.03
-0.08 0.10 -0.09
-0.06 0.01 -0.02
-0.05 -0.03 0.00
-0.01 0.03 -0.02
0.33 0.01 0.10
0.22 -0.03 0.25
-0.22 0.31 -0.41

## Properties
Electronic energy in Ha: -5725.87730
Energy relative to the best compared isomer or geometry (same formula, charge and spin) in eV: 3.0999
Total charge: 0

***

# C28H36BrN6O5SZr

A structure of composition C28H36BrN6O5SZr at a distorted geometry (ωB97M-V/def2-TZVPD, the Open Molecules 2025 dataset).

Geometry (Å):
Zr 0.8062 0.0529 -0.4707
O -2.1053 -1.6773 -4.3523
C -1.7494 -2.8990 -3.8587
C -2.0337 -4.0865 -4.5225
C -1.6593 -5.2987 -3.9686
C -0.9895 -5.3443 -2.7514
C -0.6946 -4.1632 -2.0980
C -1.0715 -2.9369 -2.6416
C -0.7673 -1.6668 -1.8990
O 0.5591 -1.5945 -1.4242
N -1.6649 -1.5483 -0.7344
N -1.0703 -0.9462 0.3487
C -1.6620 -0.9548 1.4896
C -1.1409 -0.2966 2.6444
Br 0.7129 0.2219 2.3894
C -1.8642 -0.0792 3.7623
C -1.6654 0.6589 4.9776
C -2.6785 0.5401 5.9487
C -2.6182 1.2504 7.1288
C -1.5473 2.1032 7.3646
C -0.5373 2.2365 6.4157
C -0.5877 1.5237 5.2366
H -2.6221 -1.7920 -5.1570
H -2.5517 -4.0663 -5.4747
H -1.8923 -6.2147 -4.4946
H -0.7028 -6.2898 -2.3125
H -0.1538 -4.1746 -1.1579
H -0.9705 -0.8034 -2.5514
H -2.2523 -2.3497 -0.5448
H -2.6199 -1.4592 1.6023
H -2.8383 -0.5632 3.7059
H -3.5075 -0.1330 5.7648
H -3.3992 1.1496 7.8698
H -1.4958 2.6692 8.2850
H 0.2904 2.9065 6.6053
H 0.2014 1.6462 4.5102
C 5.0833 -1.0167 0.0848
C 4.3942 -2.0091 1.0546
C 2.9972 -2.1837 0.4713
O 2.7337 -0.8997 -0.1706
C 3.9716 -0.5937 -0.8804
H 5.9035 -1.4770 -0.4601
H 5.4841 -0.1585 0.6200
H 4.3391 -1.5970 2.0612
H 4.9151 -2.9613 1.1118
H 2.2212 -2.3696 1.2107
H 2.9770 -2.9619 -0.2932
H 3.9751 0.4629 -1.1325
H 3.9972 -1.1869 -1.7941
N 1.9171 -0.6562 -3.6895
C 1.5749 0.6090 -3.4380
N 1.7720 1.5347 -4.3674
O 1.0892 0.9599 -2.2960
H 2.1804 -0.9538 -4.6154
H 1.5878 -1.3519 -3.0305
H 2.1116 1.3134 -5.2888
H 1.5352 2.4923 -4.1694
S -0.7613 2.2157 -0.1587
C -2.4189 2.3537 -0.5874
N -3.0004 3.5543 -0.3508
C -4.2907 3.8405 -0.6296
C -5.0998 2.8887 -1.1756
C -4.5514 1.6279 -1.4417
C -3.2282 1.3646 -1.1595
H -2.4150 4.2722 0.0585
H -4.6257 4.8423 -0.4024
H -6.1321 3.1069 -1.4041
H -5.1705 0.8536 -1.8760
H -2.8007 0.3990 -1.3798
C 2.8792 3.8796 -0.3232
C 2.8879 2.5889 0.4253
N 3.7231 2.4660 1.4439
O 2.1285 1.6435 0.1042
H 2.4173 4.6548 0.2918
H 2.2969 3.7734 -1.2335
H 3.8911 4.2052 -0.5627
H 4.3159 3.2279 1.7373
H 3.7377 1.6252 2.0000

Cartesian forces, eV/Å:
-0.20 1.71 1.26
0.01 0.04 0.05
0.07 -0.13 0.07
-0.04 -0.03 -0.06
-0.01 0.05 -0.01
0.06 -0.03 0.14
0.00 0.03 -0.04
0.11 0.18 -0.08
-0.93 -0.29 -0.02
0.10 -1.07 -0.53
-0.29 -0.06 -0.24
-0.27 -0.15 0.05
-0.02 -0.04 -0.18
0.47 0.09 0.08
-0.40 -0.15 0.37
0.08 -0.11 -0.24
-0.02 0.17 0.38
0.09 -0.11 -0.20
0.04 0.08 0.16
0.00 -0.04 -0.09
0.05 0.03 0.04
-0.06 -0.13 -0.12
-0.02 0.01 -0.08
-0.01 0.03 0.01
0.00 0.00 0.01
0.00 -0.01 -0.06
-0.02 -0.04 0.00
0.11 -0.07 -0.04
0.18 -0.18 0.12
-0.03 0.02 -0.03
-0.01 0.03 -0.04
-0.03 0.05 0.01
-0.01 -0.03 -0.03
-0.02 -0.01 0.01
0.00 -0.01 0.00
-0.01 0.09 0.06
-0.16 -0.02 0.02
-0.07 0.11 -0.12
0.21 -0.32 0.21
0.39 -0.24 0.01
0.48 0.03 0.11
0.01 0.00 -0.01
0.02 -0.01 0.00
0.01 -0.02 0.00
-0.01 -0.02 0.02
-0.05 0.06 -0.05
-0.13 0.06 -0.05
-0.09 0.01 0.02
-0.14 -0.02 -0.01
-0.19 0.13 0.10
0.06 -0.11 -0.23
-0.09 0.18 0.16
0.45 -0.16 -1.17
0.03 0.03 -0.01
0.02 -0.14 -0.02
0.02 -0.03 -0.01
-0.05 0.01 0.02
0.30 0.33 0.12
-0.29 -0.37 -0.17
0.04 -0.12 -0.01
-0.12 0.11 -0.01
-0.05 -0.19 -0.09
0.05 0.13 0.05
0.03 0.13 0.01
-0.01 0.05 0.01
0.06 0.01 0.04
0.01 0.07 0.04
0.00 0.01 -0.02
0.01 -0.05 0.04
-0.09 0.08 -0.11
0.10 0.18 0.04
-0.07 -0.08 0.04
0.35 0.29 0.27
0.00 -0.03 0.03
0.00 -0.03 0.02
0.02 -0.02 0.03
0.00 0.03 -0.07
0.00 -0.03 -0.01

## Properties
Electronic energy in Ha: -4811.89916
Energy relative to the best compared isomer or geometry (same formula, charge and spin) in eV: 0.7629
Total charge: +3